The following is a quantum chemistry calculation of the molecule C5H7N3 at a distorted geometry, from the OMol25 dataset.

Calculated values
SMILES: C#CC(N)(N)N=C=C
F_max: 1.29 eV/A
charge: 0
orbital gap: 10.04 eV

Element x y z (Å)
C (-0.100, -2.402, -0.124)
C (0.229, -1.259, 0.030)
C (0.794, 0.109, 0.206)
N (0.989, 0.393, 1.601)
N (2.036, 0.197, -0.541)
N (-0.186, 1.059, -0.319)
C (-1.369, 0.776, -0.431)
C (-2.659, 0.798, -0.591)
H (-0.414, -3.404, -0.184)
H (1.696, -0.216, 1.991)
H (1.159, 1.378, 1.765)
H (1.934, -0.195, -1.469)
H (2.309, 1.171, -0.628)
H (-3.298, 1.246, 0.147)
H (-3.119, 0.349, -1.452)

Cartesian forces (eV/Å) of the 3 atoms listed first:
0.1 0.8 0.2
0.8 -0.5 0.2
-0.1 -0.7 -0.1

The following is a quantum chemistry calculation of the molecule C5H7N3 at a distorted geometry, from the OMol25 dataset.

Calculated values
SMILES: C=C(C)n1nccn1
F_max: 4.31 eV/A
charge: 0
orbital gap: 10.68 eV

Element x y z (Å)
C (-1.981, -1.398, -0.136)
C (-0.913, -1.009, 0.450)
C (-0.591, -1.255, 1.926)
N (0.058, 0.000, -0.276)
N (-0.183, 0.851, -1.201)
C (0.906, 1.604, -1.280)
C (1.830, 1.261, -0.362)
N (1.170, 0.254, 0.395)
H (-2.243, -1.293, -1.154)
H (-2.578, -2.050, 0.362)
H (-1.654, -1.544, 2.584)
H (0.218, -1.992, 1.905)
H (-0.165, -0.231, 2.449)
H (0.835, 2.337, -2.104)
H (2.766, 1.821, -0.051)

Cartesian forces (eV/Å) of the 3 atoms listed first:
-0.2 -0.1 -2.2
2.5 3.4 0.8
-1.3 2.2 1.7

The following is a quantum chemistry calculation of the molecule C5H7N3 at a distorted geometry, from the OMol25 dataset.

Calculated values
SMILES: C=C1C=NC=CN1N
F_max: 6.17 eV/A
charge: 0
orbital gap: 7.90 eV

Element x y z (Å)
C (-1.027, -1.714, -0.173)
C (0.091, -0.811, -0.032)
C (1.475, -1.271, 0.002)
N (2.489, -0.513, -0.047)
C (2.279, 0.791, -0.097)
C (1.038, 1.322, -0.136)
N (-0.054, 0.565, 0.012)
N (-1.337, 1.021, -0.150)
H (-1.971, -1.246, -0.177)
H (-0.774, -2.709, -0.151)
H (1.516, -2.224, 0.199)
H (3.188, 1.423, -0.234)
H (0.863, 2.399, -0.167)
H (-1.942, 1.286, 0.674)
H (-1.938, 0.272, -0.531)

Cartesian forces (eV/Å) of the 3 atoms listed first:
4.0 4.7 0.7
-2.5 -2.4 -0.5
-2.2 4.2 -0.3

The following is a quantum chemistry calculation of the molecule C5H7N3 at a distorted geometry, from the OMol25 dataset.

Calculated values
SMILES: [H]/N=C1/N/C(=N/[H])[C@@H]2C[C@H]12
F_max: 7.10 eV/A
charge: 0
orbital gap: 10.01 eV

Element x y z (Å)
H (-3.080, -0.389, -0.163)
N (-2.413, -1.090, 0.123)
C (-1.219, -0.682, 0.054)
N (-0.063, -1.509, 0.018)
C (1.080, -0.666, -0.094)
N (2.231, -1.269, 0.135)
H (3.005, -0.674, -0.042)
C (0.707, 0.654, -0.441)
C (0.100, 1.505, 0.656)
C (-0.726, 0.661, -0.416)
H (-0.034, -2.394, 0.416)
H (1.457, 1.053, -1.209)
H (0.085, 2.561, 0.420)
H (0.242, 1.119, 1.703)
H (-1.371, 1.118, -1.159)

Cartesian forces (eV/Å) of the 3 atoms listed first:
-0.1 0.4 0.4
0.4 -0.7 0.3
0.6 -0.6 -2.0

The following is a quantum chemistry calculation of the molecule C5H7N3 at a distorted geometry, from the OMol25 dataset.

Calculated values
SMILES: C[C@H]1Cc2cnnn21
F_max: 4.70 eV/A
charge: 0
orbital gap: 10.49 eV

Element x y z (Å)
C (-2.072, 0.079, -0.061)
C (-0.711, -0.630, 0.226)
C (0.231, -0.905, -0.908)
C (1.242, 0.052, -0.270)
C (2.299, 0.727, 0.089)
N (1.998, 1.462, 1.196)
N (0.841, 1.115, 1.608)
N (0.333, 0.282, 0.710)
H (-2.504, 0.393, 0.906)
H (-1.719, 1.014, -0.559)
H (-2.774, -0.666, -0.437)
H (-0.705, -1.467, 0.934)
H (0.513, -1.952, -1.020)
H (-0.112, -0.550, -1.892)
H (3.141, 1.046, -0.523)

Cartesian forces (eV/Å) of the 3 atoms listed first:
1.8 -0.2 1.7
-1.3 0.3 1.7
0.9 -0.5 -2.6

The following is a quantum chemistry calculation of the molecule C5H7N3 at a distorted geometry, from the OMol25 dataset.

Calculated values
SMILES: C=N/N=C1/CC=CN1
F_max: 7.90 eV/A
charge: 0
orbital gap: 9.16 eV

Element x y z (Å)
C (3.090, -0.034, 0.079)
N (1.955, 0.531, 0.051)
N (1.120, -0.675, -0.160)
C (-0.097, -0.266, -0.158)
C (-1.236, -1.121, 0.158)
C (-2.535, -0.283, -0.044)
C (-1.912, 0.919, -0.012)
N (-0.568, 1.003, 0.181)
H (3.377, -1.046, -0.334)
H (4.048, 0.395, 0.087)
H (-1.473, -1.538, 1.135)
H (-1.183, -2.031, -0.593)
H (-3.494, -0.793, -0.190)
H (-2.497, 1.906, -0.445)
H (-0.185, 1.814, -0.301)

Cartesian forces (eV/Å) of the 3 atoms listed first:
1.9 -0.8 -2.1
0.8 -3.1 -0.1
-1.6 2.2 -0.6

The following is a quantum chemistry calculation of the molecule C5H7N3 at a distorted geometry, from the OMol25 dataset.

Calculated values
SMILES: [H]/N=c1\cc[nH]n1C=C
F_max: 1.02 eV/A
charge: 0
orbital gap: 8.84 eV

Element x y z (Å)
H (-0.473, -2.505, -1.134)
N (0.177, -1.774, -0.859)
C (-0.445, -0.843, -0.232)
C (-1.839, -0.667, 0.201)
C (-1.944, 0.507, 0.849)
N (-0.733, 1.187, 0.848)
N (0.196, 0.316, 0.239)
C (1.416, 0.865, -0.159)
C (2.411, 0.173, -0.742)
H (-2.623, -1.370, -0.050)
H (-2.819, 0.915, 1.324)
H (-0.387, 1.428, 1.765)
H (1.458, 1.957, -0.024)
H (2.333, -0.886, -0.922)
H (3.273, 0.698, -1.105)

Cartesian forces (eV/Å) of the 3 atoms listed first:
0.0 0.1 0.0
-0.2 0.3 0.1
0.2 0.1 0.3

The following is a quantum chemistry calculation of a cluster of 2 separate species, C5H7N3O in total at a distorted geometry, from the OMol25 dataset.

Calculated values
F_max: 5.86 eV/A
charge: 0
orbital gap: 8.94 eV

Element x y z (Å)
C (-2.515, 0.206, 0.295)
C (-1.319, 0.997, -0.012)
C (-0.082, 0.588, -0.217)
C (-0.016, -0.964, -0.341)
C (2.278, -0.750, 0.322)
H (-3.269, 0.846, 0.766)
H (-1.761, 2.123, -0.045)
H (-0.822, -1.496, -1.037)
H (-0.411, -0.831, 1.067)
H (3.228, -0.969, 0.988)
H (2.914, 1.010, -0.089)
H (0.840, 2.147, 0.433)
N (1.350, -1.484, -0.224)
N (2.100, 0.637, 0.318)
N (0.985, 1.408, -0.472)
O (-2.731, -0.903, 0.035)

Cartesian forces (eV/Å) of the 3 atoms listed first:
0.9 4.0 0.2
-3.0 4.3 0.3
-2.6 -2.5 -2.4

The following is a quantum chemistry calculation of the molecule C5H7N3O at a distorted geometry, from the OMol25 dataset.

Calculated values
F_max: 5.04 eV/A
charge: 0
orbital gap (spin up / spin down): 7.27 / 7.88 eV

Element x y z (Å)
C (1.409, 1.077, -0.392)
C (0.526, 0.667, 0.552)
C (-1.538, -0.177, -1.469)
C (0.799, 1.268, 1.900)
C (-1.343, -2.322, -0.523)
N (-0.425, -0.271, 0.553)
N (2.204, 1.317, -1.298)
N (-0.994, -0.936, -0.556)
O (-1.291, 0.937, -1.964)
H (1.179, 2.292, 1.802)
H (1.719, 0.912, 2.289)
H (-0.038, 1.102, 2.503)
H (-0.424, -2.889, -0.682)
H (-1.805, -2.700, 0.406)
H (-2.085, -2.428, -1.287)
H (2.106, 2.152, -1.835)

Cartesian forces (eV/Å) of the 3 atoms listed first:
0.0 -0.3 -2.6
0.3 -0.4 -0.4
0.1 3.6 -3.5

The following is a quantum chemistry calculation of the molecule C5H7N3O at a distorted geometry, from the OMol25 dataset.

Calculated values
SMILES: O=CN1[C@@H]2CNN=C[C@@H]21
F_max: 4.74 eV/A
charge: 0
orbital gap: 9.54 eV

Element x y z (Å)
O (3.164, -0.352, -0.301)
C (2.282, 0.409, -0.482)
N (0.881, 0.078, -0.825)
C (0.422, -0.547, 0.386)
C (-0.843, -1.330, 0.119)
N (-1.846, -0.620, -0.747)
N (-1.942, 0.708, -0.459)
C (-0.996, 1.415, 0.083)
C (0.288, 0.855, 0.314)
H (2.666, 1.340, -0.681)
H (1.213, -1.112, 1.164)
H (-0.601, -2.347, -0.114)
H (-1.264, -1.439, 1.075)
H (-2.890, -1.072, -0.731)
H (-1.302, 2.495, 0.130)
H (0.770, 1.518, 1.070)

Cartesian forces (eV/Å) of the 3 atoms listed first:
0.7 -2.5 1.3
-0.4 -1.5 -3.2
3.8 2.0 2.0

The following is a quantum chemistry calculation of the ion C5H7N3O with charge +2 at a distorted geometry, from the OMol25 dataset.

Calculated values
F_max: 6.00 eV/A
charge: +2
orbital gap (spin up / spin down): 8.15 / 8.15 eV

Element x y z (Å)
C (-0.431, -0.532, 2.869)
C (0.241, 0.319, -2.157)
C (1.609, 0.002, 2.110)
C (-0.061, 0.226, 0.441)
C (-0.681, -0.007, -0.877)
N (-0.431, 0.405, -3.254)
N (-1.238, -0.108, 2.088)
N (1.069, 0.324, 0.885)
O (0.901, -0.783, 2.834)
H (-0.833, -0.836, 3.895)
H (1.300, 0.362, -1.893)
H (2.486, 0.426, 2.503)
H (-1.702, 0.394, -0.994)
H (-0.775, -1.062, -0.839)
H (-0.021, 0.584, -4.249)
H (-1.432, 0.286, -3.362)

Cartesian forces (eV/Å) of the 3 atoms listed first:
-2.1 -1.9 4.2
-3.4 -0.7 1.8
-3.0 0.0 -2.3

The following is a quantum chemistry calculation of a cluster of 2 separate species, C5H7N3O2 in total at a distorted geometry, from the OMol25 dataset.

Calculated values
F_max: 3.98 eV/A
charge: 0
orbital gap (spin up / spin down): 8.33 / 6.33 eV

Element x y z (Å)
C (1.860, -1.364, 0.730)
C (2.133, -1.009, -0.555)
C (1.145, -0.274, 1.252)
C (-2.374, -0.782, -0.717)
C (0.301, 1.747, 0.394)
N (1.655, 0.197, -0.872)
N (1.051, 0.669, 0.228)
N (-2.399, 0.588, -0.792)
O (-1.872, -1.371, 0.281)
O (-1.947, 1.274, 0.213)
H (1.925, -2.386, 1.137)
H (2.801, -1.393, -1.245)
H (0.901, -0.135, 2.290)
H (-2.830, -1.314, -1.567)
H (0.234, 2.506, -0.392)
H (0.067, 1.966, 1.350)
H (-2.651, 1.081, -1.738)

Cartesian forces (eV/Å) of the 3 atoms listed first:
-1.9 -0.1 2.4
-0.6 2.8 -1.1
1.6 -1.6 -0.6

Question: What is the F_max in the eighth record?
Answer: 5.86 eV/A

Question: F_max of number 5 (C5H7N3)?
Answer: 4.70 eV/A

Question: Look up the charge of the ninth one.
Answer: 0